{
  "formula": "C4H12N2S2",
  "method": "ωB97M-V/def2-TZVPD",
  "s2": 0.7544,
  "homo_lumo_gap_ev": [7.96, 4.25],
  "homo_energy_ha": [-0.452, -0.443],
  "molar_mass_g_mol": 152.29,
  "total_charge": 1,
  "spin_multiplicity": 2,
  "largest_force_ev_per_a": 1.56,
  "species": ["S", "S", "C", "C", "C", "N", "C", "N", "H", "H", "H", "H", "H", "H", "H", "H", "H", "H", "H", "H"],
  "positions_angstrom": [[0.952294, -2.270716, 3.017488], [-0.798147, -2.010401, 2.104057], [-0.230477, -1.091201, 0.684734], [-0.633695, 0.402878, 0.633513], [0.094993, 1.022159, -0.576870], [-0.320192, 0.363120, -1.782889], [0.608711, 0.345247, -2.901676], [-0.492626, 1.245349, 1.808129], [0.545614, -2.469255, 4.287483], [0.844380, -1.231580, 0.547004], [-0.754022, -1.512411, -0.169003], [-1.698190, 0.430074, 0.367712], [-0.066217, 2.101713, -0.532258], [1.162779, 0.831798, -0.423728], [-1.269880, 0.593187, -2.049941], [0.738343, -0.664679, -3.292382], [0.297379, 0.975924, -3.737267], [1.581343, 0.764766, -2.649787], [0.485053, 1.287197, 2.090459], [-1.047443, 0.886830, 2.575224]],
  "atomic_forces_ev_per_a": [[0.391, 0.213, 0.001], [-0.024, 0.236, 0.191], [0.127, -0.191, -0.352], [-0.996, 1.181, 0.189], [0.186, -0.528, 0.443], [0.002, -0.182, 0.112], [0.070, 0.238, -0.672], [0.636, -0.867, -0.345], [-0.349, -0.159, -0.111], [-0.041, -0.036, 0.115], [0.109, -0.350, -0.248], [0.026, -0.140, 0.178], [-0.094, 0.090, -0.023], [0.050, 0.203, -0.195], [0.223, 0.111, -0.036], [0.092, 0.009, 0.054], [-0.319, -0.039, 0.020], [0.057, -0.235, 0.385], [-0.187, 0.201, 0.166], [0.041, 0.245, 0.127]]
}

***

{
  "formula": "C4H12N3",
  "method": "ωB97M-V/def2-TZVPD",
  "smiles": "C=[NH+]N(C)[C@@H](C)N",
  "homo_lumo_gap_ev": 10.06,
  "homo_energy_ha": -0.495,
  "molar_mass_g_mol": 102.16,
  "total_charge": 1,
  "largest_force_ev_per_a": 3.93,
  "species": ["C", "C", "C", "C", "N", "N", "N", "H", "H", "H", "H", "H", "H", "H", "H", "H", "H", "H", "H"],
  "positions_angstrom": [[-2.432935, -0.575081, 0.407727], [1.694736, 0.527058, 0.716094], [-0.748162, 1.538829, -0.591427], [1.023165, -0.205874, -0.475225], [-1.251658, -0.691841, -0.039750], [-0.394329, 0.174892, -0.485444], [0.989111, -1.721467, -0.349369], [-2.892560, -1.397672, 0.891716], [-2.904156, 0.411344, 0.501168], [0.930137, 0.674070, 1.518199], [2.324624, 1.353969, 0.552268], [2.293168, -0.218286, 1.220560], [-0.970787, 1.954971, 0.393973], [0.183906, 2.057248, -1.052514], [-1.660967, 1.455089, -1.017391], [1.455199, 0.126684, -1.437274], [1.296495, -2.048707, -1.294032], [1.568708, -1.962070, 0.419975], [-0.503695, -1.453151, 0.120752]],
  "atomic_forces_ev_per_a": [[-0.590, 1.621, 0.427], [-1.408, -2.581, 1.309], [3.541, 0.649, 1.360], [0.179, -0.360, 0.452], [1.733, -0.924, 1.372], [0.445, 0.977, -1.196], [0.173, 2.605, -1.828], [-0.241, -0.810, -0.019], [0.138, -0.474, -0.430], [0.448, 0.591, -0.769], [0.322, 1.139, -0.543], [0.758, -0.173, 0.016], [0.414, 0.287, 0.299], [-2.365, -0.436, 0.330], [-2.751, 1.145, -2.564], [-0.206, -0.366, 0.393], [-0.263, -0.394, 1.621], [0.882, -0.778, 0.205], [-1.209, -1.716, -0.436]]
}

***

{
  "formula": "C4H12N3",
  "method": "ωB97M-V/def2-TZVPD",
  "homo_lumo_gap_ev": 9.29,
  "homo_energy_ha": -0.498,
  "molar_mass_g_mol": 102.16,
  "total_charge": 1,
  "largest_force_ev_per_a": 0.98,
  "species": ["C", "C", "N", "H", "H", "H", "H", "H", "H", "C", "N", "C", "N", "H", "H", "H", "H", "H", "H"],
  "positions_angstrom": [[-1.878670, 1.344217, -1.600957], [0.440271, 2.005077, -1.731934], [-0.454601, 1.263543, -1.235254], [-2.448757, 1.517609, -0.687172], [-2.170573, 0.395896, -2.046080], [-2.025358, 2.206705, -2.247358], [0.173100, 2.738170, -2.485132], [1.468604, 1.878746, -1.420435], [-0.173524, 0.535973, -0.527405], [0.200568, -2.078746, 0.203465], [1.142301, -1.428407, 2.713736], [0.881854, -0.429595, 1.726313], [0.434618, -0.670882, 0.574596], [-0.483996, -2.092025, -0.640873], [-0.199452, -2.639843, 1.036635], [1.137075, -2.501766, -0.152080], [2.142295, -1.492883, 2.884308], [0.719818, -1.145005, 3.591932], [1.094428, 0.593225, 2.043692]],
  "atomic_forces_ev_per_a": [[0.289, 0.280, 0.462], [-0.023, -0.083, -0.122], [-0.474, 0.306, -0.385], [0.025, -0.173, -0.035], [-0.085, 0.131, -0.118], [-0.062, -0.249, -0.225], [0.061, 0.062, 0.059], [0.039, -0.009, 0.049], [0.378, -0.405, 0.433], [-0.006, 0.602, -0.331], [-0.097, 0.141, -0.347], [0.259, -0.129, 0.941], [-0.092, -0.056, -0.298], [-0.143, -0.055, 0.019], [0.057, -0.231, 0.051], [0.059, -0.193, 0.158], [-0.015, -0.136, -0.022], [0.088, 0.024, 0.069], [-0.259, 0.174, -0.357]]
}

***

{
  "formula": "C4H12N3",
  "method": "ωB97M-V/def2-TZVPD",
  "homo_lumo_gap_ev": 8.47,
  "homo_energy_ha": -0.454,
  "molar_mass_g_mol": 102.16,
  "total_charge": 1,
  "largest_force_ev_per_a": 4.57,
  "species": ["C", "C", "C", "C", "N", "N", "N", "H", "H", "H", "H", "H", "H", "H", "H", "H", "H", "H", "H"],
  "positions_angstrom": [[-2.665347, 0.359524, -1.546678], [-3.709756, 1.137514, -0.711171], [-2.607212, 1.778069, -0.927383], [0.414425, 0.779457, 0.745056], [3.587631, -0.082599, -0.086597], [0.572898, -0.421967, 1.086447], [1.423737, -1.219503, 0.487422], [-1.934561, -0.231447, -0.954034], [-2.731909, 0.196768, -2.569035], [-4.666365, 1.057840, -0.249112], [1.088130, 1.080093, -0.012018], [-1.968189, 2.657329, -1.104962], [-0.217181, 1.482171, 1.325491], [4.101604, -0.936195, 0.335751], [3.476639, 0.550947, 0.661907], [0.018852, -0.854024, 1.877747], [2.333782, -0.843674, -0.077959], [4.075077, 0.191295, -1.012976], [1.456006, -2.194720, 0.831959]],
  "atomic_forces_ev_per_a": [[0.950, 1.288, 4.005], [1.533, -0.348, -0.400], [-0.086, 0.201, -1.732], [-0.772, 1.988, 1.077], [2.375, -3.207, -2.228], [-0.999, -1.533, 1.721], [0.759, -3.071, -0.546], [-0.828, -0.571, -0.868], [-0.323, -0.216, -1.704], [-0.374, 0.077, 0.056], [0.138, 0.715, -0.895], [-0.801, -0.429, 0.678], [0.373, -0.843, -0.619], [-0.626, 2.016, -1.078], [0.454, 1.441, 0.367], [0.658, 0.750, -1.137], [-1.128, 0.629, 0.900], [-0.907, -0.024, 2.597], [-0.396, 1.136, -0.192]]
}

***

{
  "formula": "C4H12N3",
  "method": "ωB97M-V/def2-TZVPD",
  "smiles": "NCC/C(N)=C/[NH3+]",
  "homo_lumo_gap_ev": 8.18,
  "homo_energy_ha": -0.436,
  "molar_mass_g_mol": 102.16,
  "total_charge": 1,
  "largest_force_ev_per_a": 0.93,
  "species": ["C", "C", "C", "C", "N", "N", "N", "H", "H", "H", "H", "H", "H", "H", "H", "H", "H", "H", "H"],
  "positions_angstrom": [[-1.385416, -1.056070, -0.643668], [-0.705766, -0.578523, 0.645412], [0.367112, 0.461964, 0.476153], [1.216769, 0.412111, -0.565090], [2.330715, 1.351629, -0.843028], [0.372075, 1.437584, 1.425211], [-2.280410, -2.126945, -0.391672], [-0.614840, -1.344488, -1.355061], [-1.919338, -0.189219, -1.029526], [-0.308235, -1.428921, 1.205666], [-1.466399, -0.190501, 1.323949], [1.201374, -0.393870, -1.280994], [2.450326, 2.024727, -0.090855], [3.203390, 0.837086, -0.959539], [2.158477, 1.892930, -1.685562], [1.096562, 2.131457, 1.473903], [-0.233287, 1.350465, 2.220615], [-3.268187, -2.110704, -0.574066], [-1.865889, -3.042131, -0.357015]],
  "atomic_forces_ev_per_a": [[-0.059, 0.484, 0.181], [0.045, -0.206, 0.484], [0.176, 0.591, 0.234], [-0.020, -0.770, -0.521], [-0.517, -0.080, 0.516], [0.159, -0.085, -0.293], [-0.068, -0.727, 0.546], [0.010, 0.023, -0.300], [-0.049, -0.080, -0.350], [0.256, -0.075, -0.225], [-0.124, 0.193, -0.128], [-0.042, 0.135, 0.040], [0.236, 0.061, 0.095], [0.135, 0.067, 0.025], [-0.011, 0.100, -0.301], [-0.149, 0.031, 0.250], [0.008, 0.064, 0.060], [0.266, 0.283, -0.222], [-0.253, -0.009, -0.091]]
}

***

{
  "formula": "C4H12N3O",
  "method": "ωB97M-V/def2-TZVPD",
  "smiles": "NCNCCNC[O-]",
  "homo_lumo_gap_ev": 6.74,
  "homo_energy_ha": -0.100,
  "molar_mass_g_mol": 118.16,
  "total_charge": -1,
  "largest_force_ev_per_a": 5.18,
  "species": ["C", "N", "C", "O", "C", "N", "C", "N", "H", "H", "H", "H", "H", "H", "H", "H", "H", "H", "H", "H"],
  "positions_angstrom": [[1.257659, -0.043862, 0.025846], [0.507504, -1.300693, 0.391722], [1.015227, -2.351107, -0.682055], [1.779437, -1.817485, -1.599578], [0.369427, 0.940127, -0.781829], [-0.473197, 1.927563, -0.168099], [-1.842511, 1.546606, 0.301023], [-1.867142, 0.431950, 1.252676], [2.144985, -0.328408, -0.654972], [1.595032, 0.415194, 0.952204], [0.554586, -1.774621, 1.223832], [0.079957, -2.871403, -1.047392], [1.479917, -3.079067, 0.010267], [-0.169789, 0.242759, -1.521589], [1.122002, 1.690017, -1.286320], [0.044380, 2.264925, 0.725492], [-2.427495, 1.213325, -0.672285], [-2.357499, 2.492261, 0.613563], [-1.272510, -0.199858, 0.786716], [-1.539977, 0.601781, 2.130787]],
  "atomic_forces_ev_per_a": [[-0.302, -0.610, 1.067], [0.019, 1.948, -4.799], [-0.825, -0.151, 0.250], [0.052, -0.851, -0.534], [2.052, -0.162, -1.832], [-1.113, 1.161, 3.228], [-0.135, -0.054, -1.773], [-2.721, 0.906, -3.174], [-1.428, 0.352, 1.119], [0.206, 0.454, 0.256], [0.920, -0.282, 2.755], [0.220, 0.309, -0.030], [0.534, -0.647, -0.047], [0.614, 1.513, 0.744], [-0.976, -1.960, 0.057], [-1.023, -0.584, -1.953], [1.147, 0.454, 1.881], [0.465, -0.917, 0.211], [1.021, -1.865, -0.121], [1.273, 0.986, 2.695]]
}